Arrangement A

DFT (the ωB97M-V functional and the def2-TZVPD basis) results for 2 unconnected molecules or ions with the total composition C4H14N3.

Each line ends with the natural charge from an NBO analysis.
CARTESIAN COORDINATES (ANGSTROEM)
C 2.40 -0.47 1.57  -0.447
C 1.22 -2.45 1.79  0.053
N 1.26 -1.30 1.25  -0.467
H 2.14 0.25 2.34  0.229
H 2.71 0.05 0.65  0.212
H 3.28 -1.02 1.93  0.217
H 2.18 -2.91 2.01  0.182
H 0.28 -2.98 2.04  0.205
H 0.11 -0.50 0.79  0.446
C -2.53 1.30 -2.01  -0.426
N -1.10 1.68 -1.60  -0.643
C -0.23 0.68 -1.04  -0.047
N -0.66 0.26 0.35  -0.746
H -3.06 2.09 -2.53  0.241
H -2.43 0.39 -2.62  0.184
H -3.09 0.97 -1.13  0.187
H -0.70 2.14 -2.40  0.391
H 0.72 1.18 -0.90  0.211
H -0.09 -0.24 -1.63  0.180
H -0.86 1.14 0.83  0.429
H -1.53 -0.26 0.29  0.410

Total charge: +1
2S+1: 1

***

Arrangement B

DFT (the ωB97M-V functional and the def2-TZVPD basis) results for 2 unconnected molecules or ions with the total composition C4H14N3.

Each line ends with the natural charge from an NBO analysis.
CARTESIAN COORDINATES (ANGSTROEM)
C 1.26 2.03 -0.51  -0.634
C 0.58 0.62 -0.47  -0.046
C -0.48 0.52 -1.64  -0.627
N 1.54 -0.51 -0.48  -0.854
H 0.50 2.83 -0.41  0.227
H 1.91 2.25 0.39  0.219
H 1.92 2.12 -1.34  0.217
H 0.09 0.62 0.50  0.148
H -0.96 -0.47 -1.76  0.174
H -1.29 1.29 -1.56  0.233
H 0.07 0.75 -2.55  0.231
H 2.42 -0.12 -0.26  0.372
H 1.67 -0.73 -1.49  0.364
N -0.77 -1.38 2.57  -0.713
C -0.87 -1.71 1.30  0.392
N -1.93 -1.49 0.55  -0.714
H -1.39 -0.69 2.97  0.423
H 0.14 -1.48 3.03  0.442
H 0.09 -2.04 0.77  0.281
H -1.80 -1.48 -0.48  0.442
H -2.72 -0.93 0.86  0.423

Total charge: +1
2S+1: 1

***

On energetic grounds, arrangement B is preferred over the next structure by 122.9 kJ/mol.

***

Arrangement A

DFT (the ωB97M-V functional and the def2-TZVPD basis) results for 2 unconnected molecules or ions with the total composition C4H14N3.

Each line ends with the natural charge from an NBO analysis.
CARTESIAN COORDINATES (ANGSTROEM)
N -0.56 2.23 -0.99  -0.837
C -1.76 2.09 -0.32  0.314
N -2.02 1.03 0.32  -0.762
H -0.32 1.41 -1.50  0.392
H -0.52 3.04 -1.59  0.406
H -2.40 2.97 -0.33  0.182
H -2.97 1.09 0.69  0.383
C 1.13 -1.06 0.94  -0.212
C 0.86 -1.52 -0.48  -0.420
C 1.50 -2.87 -0.73  -0.605
N 0.54 0.30 1.17  -0.709
H 0.63 -1.72 1.64  0.222
H 2.18 -1.01 1.19  0.221
H 1.27 -0.78 -1.18  0.200
H -0.23 -1.58 -0.60  0.220
H 2.58 -2.81 -0.67  0.218
H 1.15 -3.60 0.00  0.217
H 1.24 -3.24 -1.72  0.237
H 0.97 1.02 0.59  0.434
H -0.47 0.35 0.94  0.466
H 0.64 0.60 2.16  0.434

Total charge: +1
2S+1: 1

***

Arrangement B

DFT (the ωB97M-V functional and the def2-TZVPD basis) results for 2 unconnected molecules or ions with the total composition C4H14N3.

Each line ends with the natural charge from an NBO analysis.
CARTESIAN COORDINATES (ANGSTROEM)
C -0.41 2.64 -0.49  -0.436
C 0.24 1.55 -2.44  0.005
N 0.22 1.53 -1.19  -0.460
H -1.16 2.25 0.19  0.216
H -0.88 3.33 -1.19  0.204
H 0.35 3.17 0.08  0.226
H 0.73 0.75 -3.00  0.178
H -0.19 2.37 -3.02  0.184
C -0.81 -1.38 0.96  -0.236
N -1.27 -1.96 2.23  -0.818
C 0.71 -1.38 0.99  -0.224
N 1.27 -0.83 -0.28  -0.716
H -1.18 -0.37 0.78  0.174
H -1.16 -2.00 0.13  0.201
H -1.25 -1.25 2.95  0.365
H -2.24 -2.25 2.15  0.380
H 1.08 -2.39 1.13  0.233
H 1.08 -0.77 1.81  0.218
H 2.28 -0.69 -0.20  0.429
H 1.14 -1.50 -1.04  0.420
H 0.82 0.13 -0.58  0.458

Total charge: +1
2S+1: 1

***

On energetic grounds, arrangement A is preferred over the next structure by 100.9 kJ/mol.